{
  "formula": "C5H3NS",
  "method": "ωB97M-V with the def2-TZVPD basis set",
  "species": ["H", "C", "S", "C", "C", "H", "C", "H", "N", "C"],
  "xyz": [[-5.485879, -0.222141, -0.342514], [0.655142, 0.544171, 0.171186], [3.059425, -0.011690, -0.137338], [-4.497129, -0.114193, -0.106735], [-1.942722, 0.003038, 0.033600], [1.105963, 1.526466, -0.291345], [-0.712555, 0.230339, 0.144127], [3.603431, -1.210906, -0.259531], [1.501206, -0.445839, 0.266735], [-3.283197, -0.127607, -0.038235]],
  "forces_ev_per_angstrom": [[-1.89, -0.08, -0.17], [2.75, -0.18, -1.88], [0.62, 0.73, 0.01], [3.17, -0.18, 0.09], [5.48, 1.08, 0.66], [-1.53, -1.31, 1.20], [-5.04, -0.43, -0.03], [-0.08, -0.54, 0.17], [-1.15, 0.80, 0.05], [-2.33, 0.12, -0.10]],
  "lumo_ha": -0.0207,
  "total_energy_ha": -645.08601,
  "homo_lumo_gap_ev": 8.05,
  "smiles": "C#CC#C/C=N/S"
}